Formula: C17H23NO5S
Source: OMol25
Level of theory: ωB97M-V with the def2-TZVPD basis set

SMILES: COC(=O)COc1ccc(S(=O)(=O)NCCC2=CCCCC2)cc1
ΔE to the lowest compared entry with this formula, charge and spin in kJ/mol: 282.31
HOMO-LUMO gap in hartree: 0.34763
E_HOMO in eV: -8.9
E_LUMO in eV: 0.51
Total charge: 0

Element x y z (Å)
C  -3.1301  -0.6968  -4.7078
H  -2.7462  -0.0008  -5.4555
H  -3.2247  -0.1738  -3.7545
H  -4.0875  -1.1049  -5.0194
O  -2.2506  -1.8103  -4.5743
C  -1.0090  -1.5313  -4.1710
O  -0.6085  -0.4340  -3.9044
C  -0.1765  -2.8112  -4.1083
O  1.0782  -2.6085  -3.5175
C  1.1431  -2.2285  -2.2132
C  0.0542  -2.1484  -1.3488
C  0.2518  -1.7643  -0.0328
C  1.5211  -1.4685  0.4159
C  2.6130  -1.5515  -0.4294
C  2.4261  -1.9323  -1.7403
H  3.2523  -2.0078  -2.4286
H  3.5910  -1.3206  -0.0403
S  1.7719  -0.9302  2.0942
O  0.5366  -1.0707  2.8191
O  2.9485  -1.5369  2.6431
N  2.1678  0.6756  1.8302
H  2.7856  1.0164  2.5516
C  1.0695  1.5681  1.5240
H  0.4258  1.0253  0.8288
C  0.2771  1.9884  2.7611
C  -0.9305  2.8504  2.5055
C  -1.2857  3.3212  1.3185
C  -2.5018  4.1652  1.0753
C  -3.4758  4.1097  2.2475
C  -2.7084  4.2916  3.5505
C  -1.7464  3.1236  3.7427
H  -2.3106  2.2194  3.9932
H  -1.0770  3.3246  4.5830
H  -2.1451  5.2262  3.5079
H  -3.3964  4.3501  4.3962
H  -4.2384  4.8835  2.1387
H  -3.9770  3.1398  2.2600
H  -2.1833  5.2005  0.9089
H  -2.9948  3.8332  0.1577
H  -0.6873  3.1220  0.4416
H  -0.0482  1.0783  3.2734
H  0.9495  2.5213  3.4434
H  1.4819  2.4423  1.0111
H  -0.5729  -1.6958  0.6593
H  -0.9460  -2.3727  -1.6844
H  0.0313  -3.1336  -5.1331
H  -0.7533  -3.5998  -3.6082